The following is a quantum chemistry calculation of C3H5NO2 in the gas phase, from OMol25.

For the lowest unoccupied orbital energy, the calculation gives 0.8024 eV. The calculation puts the electronic energy at -8777.4733 eV. Its HOMO-LUMO gap is 11.00 eV. The relative energy (zero: lowest compared OMol25 entry of this formula, charge and spin) comes out at 5.1 kcal per mole. The SMILES is O=C1NCCO1. Its molar mass is 87.08 g/mol. The calculation puts the HOMO energy at -10.20 eV.

Each line ends with the Mulliken charge.
Positions of all 11 atoms, in Å:
O: -0.466 -0.986 -2.393  -0.560
C: -0.284 -0.607 -1.268  0.522
N: -0.539 0.650 -0.744  -0.288
C: 0.253 0.779 0.464  -0.409
C: 0.132 -0.651 0.960  -0.337
O: 0.233 -1.386 -0.269  -0.326
H: -0.582 1.401 -1.418  0.263
H: 1.312 0.954 0.227  0.258
H: -0.103 1.555 1.142  0.330
H: -0.838 -0.886 1.413  0.255
H: 0.934 -0.926 1.647  0.293

***

The following is a quantum chemistry calculation of C16H23GaN3O5S2 as an isolated structure, from OMol25.

For the lowest unoccupied orbital energy, the calculation gives -2.4698 eV. The calculation puts the electronic energy at -105715.6705 eV. The net charge is +1. Its HOMO-LUMO gap is 8.74 eV. The relative energy (zero: lowest compared OMol25 entry of this formula, charge and spin) comes out at 11.3 kcal per mole. Its molar mass is 471.23 g/mol. The calculation puts the HOMO energy at -11.21 eV.

Each line ends with the Mulliken charge.
Positions of all 50 atoms, in Å:
Ga: -0.890 1.562 1.279  1.130
C: 2.356 3.197 -2.819  -1.153
C: 1.569 3.764 -1.630  -0.274
C: 0.641 2.842 -1.076  0.328
N: -0.109 2.083 -0.644  -0.371
H: 3.078 3.938 -3.152  0.350
H: 1.696 2.961 -3.650  0.340
H: 2.895 2.297 -2.534  0.349
H: 1.029 4.667 -1.928  0.304
H: 2.257 4.034 -0.822  0.256
C: 1.295 -3.684 -4.237  -1.458
C: 0.975 -3.216 -2.856  0.873
C: 0.669 -1.874 -2.638  -0.909
C: 0.326 -1.421 -1.380  -0.002
C: 0.284 -2.315 -0.325  0.172
C: 0.594 -3.651 -0.508  -0.740
C: 0.957 -4.089 -1.769  -0.907
S: -0.441 -1.780 1.204  1.161
O: -1.562 -2.589 1.532  -0.717
O: -0.773 -0.358 0.954  -0.151
N: 0.646 -2.007 2.415  -0.207
C: 1.883 -1.276 2.572  -0.777
C: 1.766 -0.054 3.503  -0.703
C: 0.756 0.839 2.832  0.450
O: -0.427 0.865 3.222  -0.542
O: 1.101 1.416 1.767  -0.635
H: 0.730 -3.118 -4.975  0.378
H: 1.081 -4.742 -4.357  0.392
H: 2.354 -3.527 -4.441  0.306
H: 0.661 -1.185 -3.469  0.434
H: 0.081 -0.385 -1.210  0.330
H: 0.534 -4.327 0.330  0.464
H: 1.198 -5.130 -1.921  0.425
H: 0.192 -2.284 3.273  0.302
H: 2.189 -0.944 1.576  0.300
H: 2.642 -1.962 2.961  0.384
H: 2.732 0.445 3.559  0.362
H: 1.439 -0.348 4.502  0.346
C: -4.126 1.044 1.969  -1.062
C: -3.819 0.560 0.567  -0.122
O: -2.668 1.284 0.106  -0.379
H: -4.952 0.479 2.390  0.416
H: -4.387 2.100 1.942  0.308
H: -3.238 0.908 2.596  0.242
H: -4.656 0.777 -0.107  0.386
H: -3.610 -0.515 0.570  0.230
H: -2.498 1.068 -0.819  0.314
S: -1.563 5.939 2.212  -0.399
C: -1.457 4.430 1.880  0.717
N: -1.430 3.279 1.554  -0.239

***

The following is a quantum chemistry calculation of a 11-piece molecular cluster, C4H27NO10 overall, from OMol25.

For the lowest unoccupied orbital energy, the calculation gives 0.0984 eV. The calculation puts the electronic energy at -26549.5923 eV. Its HOMO-LUMO gap is 8.42 eV. The relative energy (zero: lowest compared OMol25 entry of this formula, charge and spin) comes out at 69.2 kcal per mole. The SMILES is C=N/C=C/C.O.O.O.O.O.O.O.O.O.O. Its molar mass is 249.26 g/mol. The calculation puts the HOMO energy at -8.33 eV.

Each line ends with the Mulliken charge.
Positions of all 42 atoms, in Å:
C: 2.083 -1.015 2.074  -1.672
C: 1.237 -0.987 0.860  0.161
C: 0.615 -2.073 0.379  -0.511
N: -0.448 -2.009 -0.507  0.081
C: -0.477 -1.912 -1.750  -0.289
H: 3.138 -1.262 1.904  0.428
H: 1.736 -1.676 2.868  0.374
H: 2.288 -0.051 2.557  0.329
H: 0.944 -0.065 0.376  0.415
H: 0.861 -3.033 0.822  0.391
H: 0.409 -1.903 -2.385  0.310
H: -1.442 -2.016 -2.233  0.041
H: 1.492 2.272 -1.895  0.254
H: 0.113 1.594 -2.044  0.246
O: 1.063 1.459 -2.186  -0.432
H: -1.081 -0.149 2.270  0.313
H: -1.900 0.735 2.992  0.341
O: -0.954 0.513 2.965  -0.779
H: -3.877 -1.870 -0.132  0.333
H: -3.649 -2.132 -1.604  0.301
O: -3.955 -1.461 -0.997  -0.655
H: -1.698 0.720 0.238  0.327
H: -2.851 -0.443 0.355  0.127
O: -2.063 -0.022 0.688  -0.300
H: -1.639 -3.449 1.503  0.299
H: -2.422 -2.765 2.616  0.305
O: -2.531 -3.266 1.814  -0.619
H: 1.427 4.283 -0.197  0.252
H: 0.403 3.035 0.045  0.360
O: 1.285 3.343 -0.185  -0.633
H: 1.558 -0.490 -3.181  0.290
H: 2.737 0.138 -3.911  0.321
O: 2.476 -0.638 -3.415  -0.621
H: 3.379 0.252 -0.819  0.304
H: 4.074 -0.358 -1.991  0.335
O: 4.215 0.174 -1.218  -0.652
H: -1.640 2.714 -0.325  0.266
H: -1.774 2.773 -1.903  0.289
O: -1.586 2.227 -1.158  -0.712
H: -0.809 2.155 2.361  0.439
H: -0.107 3.650 2.409  0.283
O: -0.632 3.009 1.937  -0.642

***

The following is a quantum chemistry calculation of C5H12N2P2S2 in the gas phase, from OMol25.

For the lowest unoccupied orbital energy, the calculation gives 0.0700 eV. The calculation puts the electronic energy at -48608.2911 eV. Its HOMO-LUMO gap is 8.32 eV. The relative energy (zero: lowest compared OMol25 entry of this formula, charge and spin) comes out at 0.0 kcal per mole. The SMILES is CN1C(=S)N(C)[P@](C)(=S)P1C. Its molar mass is 226.25 g/mol. The calculation puts the HOMO energy at -8.25 eV.

Each line ends with the Mulliken charge.
Positions of all 23 atoms, in Å:
C: -1.390 -0.389 0.212  0.342
C: -2.193 1.733 -0.568  -1.161
C: -0.273 -2.737 0.405  -1.023
C: 0.773 1.897 1.669  -0.927
C: 1.350 -0.830 -1.897  -1.156
N: -1.200 0.903 0.065  -0.047
N: -0.290 -1.242 0.274  -0.029
P: 0.614 1.629 -0.102  0.007
P: 1.223 -0.557 -0.092  0.366
S: -2.856 -1.137 0.503  -0.397
S: 2.761 -1.203 0.964  -0.369
H: -2.267 1.520 -1.607  0.345
H: -3.100 1.523 -0.061  0.459
H: -1.981 2.812 -0.393  0.321
H: 0.730 -3.099 0.368  0.346
H: -0.966 -3.097 1.205  0.295
H: -0.816 -2.990 -0.493  0.434
H: 0.429 2.958 1.890  0.328
H: 1.823 1.938 1.934  0.391
H: 0.146 1.161 2.230  0.318
H: 0.371 -0.669 -2.237  0.417
H: 2.070 -0.135 -2.137  0.421
H: 1.625 -1.850 -2.225  0.319

***

The following is a quantum chemistry calculation of a 2-piece molecular cluster, H7N5S2 overall, from OMol25.

For the lowest unoccupied orbital energy, the calculation gives 0.0038 eV. The calculation puts the electronic energy at -29230.8574 eV. Its HOMO-LUMO gap is 8.59 eV. The relative energy (zero: lowest compared OMol25 entry of this formula, charge and spin) comes out at 9.9 kcal per mole. Its molar mass is 141.23 g/mol. The calculation puts the HOMO energy at -8.59 eV.

Each line ends with the Mulliken charge.
Positions of all 14 atoms, in Å:
N: 0.093 2.800 -0.159  -0.487
N: -0.702 -0.300 1.136  -0.554
N: 2.477 2.857 0.750  -0.453
N: -1.099 -1.662 -0.859  -0.474
N: 1.237 -0.294 -0.367  -0.567
S: 1.560 3.086 -0.465  0.393
S: 0.213 -1.454 0.173  0.360
H: -0.616 2.742 -0.844  0.245
H: -0.174 0.578 0.991  0.290
H: 1.952 2.762 1.626  0.275
H: -0.734 -0.563 2.185  0.270
H: -0.919 -2.172 -1.658  0.253
H: -1.491 -0.753 -1.105  0.273
H: 2.191 -0.588 -0.549  0.175

***

The following is a quantum chemistry calculation of an isolated ion of composition C12H19BNS and charge +1, from OMol25.

For the lowest unoccupied orbital energy, the calculation gives -4.3416 eV. The calculation puts the electronic energy at -25745.2014 eV. The net charge is +1. Its HOMO-LUMO gap is 7.09 eV. The relative energy (zero: lowest compared OMol25 entry of this formula, charge and spin) comes out at 35.5 kcal per mole. The SMILES is C=[N+](C)CCCBSCc1ccccc1. Its molar mass is 220.17 g/mol. The calculation puts the HOMO energy at -11.43 eV.

Each line ends with the Mulliken charge.
Positions of all 34 atoms, in Å:
B: -0.286 -1.209 -0.172  0.434
C: -2.402 2.762 -0.882  -0.470
C: -3.246 1.679 -1.406  -0.300
C: -2.004 2.698 0.428  -0.718
C: -3.620 0.607 -0.658  -0.583
C: -2.229 1.475 1.145  -0.564
C: -3.055 0.467 0.617  0.861
C: 0.616 -1.930 -1.261  -0.953
C: 3.507 0.624 1.469  -0.846
C: 2.088 -2.209 -0.752  -0.713
C: 2.510 -1.388 0.414  -0.724
C: 2.646 0.660 -0.767  -0.083
C: -2.830 -0.892 1.111  -0.861
N: 2.881 0.041 0.261  0.269
S: -1.867 -1.936 -0.020  -0.169
H: -2.244 3.605 -1.546  0.432
H: -3.605 1.895 -2.440  0.347
H: -1.391 3.445 0.940  0.368
H: -4.367 -0.018 -1.189  0.320
H: -1.831 1.327 2.095  0.494
H: 4.541 0.361 1.445  0.389
H: 0.612 -1.459 -2.214  0.403
H: 2.993 0.050 2.408  0.291
H: 3.454 1.711 1.539  0.359
H: 2.120 -3.358 -0.442  0.354
H: 2.765 -2.281 -1.603  0.368
H: 1.731 -1.513 1.234  0.397
H: 3.349 -1.972 0.789  0.420
H: 1.994 0.426 -1.620  0.195
H: 0.031 -0.120 0.131  -0.127
H: 3.074 1.618 -0.965  0.313
H: -2.221 -0.809 2.101  0.296
H: -3.767 -1.402 1.231  0.472
H: 0.056 -2.956 -1.425  0.327

***

The following is a quantum chemistry calculation of a 2-piece molecular cluster, C11H18BNO2PS overall, from OMol25.

For the lowest unoccupied orbital energy, the calculation gives -4.3384 eV. The calculation puts the electronic energy at -38079.9155 eV. The net charge is +1. Its HOMO-LUMO gap is 6.77 eV. Its molar mass is 270.12 g/mol. The calculation puts the HOMO energy at -11.11 eV.

Each line ends with the Mulliken charge.
Positions of all 35 atoms, in Å:
O: 2.394 -0.024 -1.286  -0.520
B: 1.928 1.032 -2.019  0.454
O: 2.193 1.130 -3.370  -0.550
C: 1.088 2.158 -1.258  -1.086
C: -0.152 2.748 -2.014  0.697
C: -1.235 2.759 -0.996  -0.710
N: -2.130 1.875 -1.218  0.045
C: -1.935 1.127 -2.468  -0.137
P: -1.627 -0.659 -2.120  0.216
S: -2.304 -1.207 -0.399  -0.353
C: -0.815 1.938 -3.149  -1.194
H: 2.135 -0.911 -1.575  0.308
H: 2.843 1.786 -3.648  0.323
H: 0.825 1.766 -0.272  0.391
H: 1.781 2.986 -1.072  0.365
H: 0.077 3.771 -2.308  0.568
H: -1.288 3.383 -0.111  0.467
H: -2.917 1.669 -0.609  0.314
H: -2.849 1.198 -3.059  0.458
H: -2.160 -1.281 -3.256  0.149
H: -0.235 -0.753 -2.280  -0.031
H: -1.299 2.660 -3.809  0.387
H: -0.136 1.386 -3.794  0.430
C: -0.822 -2.083 3.921  -0.431
C: -0.186 -2.157 2.689  0.279
C: 1.122 -2.615 2.610  -0.525
C: 1.792 -3.005 3.761  -0.356
C: 1.155 -2.933 4.992  -0.448
C: -0.151 -2.470 5.072  -0.359
H: -1.843 -1.727 3.984  0.355
H: -0.710 -1.857 1.790  0.063
H: 1.621 -2.672 1.651  0.334
H: 2.811 -3.366 3.699  0.369
H: 1.676 -3.239 5.889  0.363
H: -0.647 -2.414 6.033  0.365